[1]
Formula: C39H84N4O5
Source: the Open Molecules 2025 dataset
Level of theory: ωB97M-V/def2-TZVPD

Cartesian coordinates (Å):
C1 7.546 -3.158 2.050
C2 7.637 -2.176 0.866
N1 6.763 -1.009 0.964
C3 5.362 -1.350 0.766
C4 5.015 -1.521 -0.728
N2 4.317 -2.754 -1.027
C5 3.034 -2.768 -1.709
C6 3.224 -2.905 -3.239
C7 4.314 -2.074 -3.912
C8 3.973 -0.614 -4.213
C9 5.139 0.216 -4.753
C10 6.350 0.228 -3.839
O1 7.203 1.309 -4.151
C11 7.570 2.095 -3.039
C12 2.136 -1.583 -1.321
O2 0.793 -1.775 -1.702
C13 0.348 -1.077 -2.849
C14 -0.509 0.143 -2.488
C15 -1.093 0.084 -1.079
C16 -2.153 1.167 -0.861
C17 -3.556 0.840 -1.380
C18 -4.120 -0.549 -1.089
C19 -4.479 -0.847 0.372
C20 -3.362 -1.399 1.266
C21 -2.586 -0.389 2.119
O3 -3.354 0.777 2.347
C22 -2.596 1.807 2.922
C23 2.311 -4.057 -1.264
C24 1.930 -4.107 0.217
C25 1.000 -5.167 0.627
O4 0.671 -3.666 0.571
C26 7.023 -0.073 1.945
C27 8.429 0.012 2.464
O5 6.174 0.685 2.338
H1 6.978 -2.716 2.867
H2 7.062 -4.087 1.765
H3 8.540 -3.392 2.422
H4 8.661 -1.869 0.682
H5 7.334 -2.701 -0.040
H6 4.745 -0.574 1.202
H7 5.116 -2.282 1.284
H8 5.971 -1.486 -1.264
H9 4.457 -0.653 -1.068
H10 4.434 -3.471 -0.335
H11 2.270 -2.768 -3.752
H12 3.498 -3.951 -3.389
H13 4.504 -2.539 -4.884
H14 5.252 -2.162 -3.369
H15 3.176 -0.600 -4.959
H16 3.586 -0.098 -3.334
H17 4.795 1.250 -4.820
H18 5.411 -0.088 -5.764
H19 6.019 0.275 -2.797
H20 6.906 -0.710 -3.935
H21 6.692 2.381 -2.454
H22 8.027 3.001 -3.425
H23 8.277 1.565 -2.397
H24 2.494 -0.649 -1.757
H25 2.169 -1.443 -0.236
H26 1.184 -0.766 -3.478
H27 -0.238 -1.774 -3.451
H28 -1.339 0.188 -3.198
H29 0.035 1.080 -2.610
H30 -0.285 0.272 -0.371
H31 -1.483 -0.909 -0.874
H32 -2.189 1.481 0.179
H33 -1.811 2.044 -1.419
H34 -4.246 1.570 -0.951
H35 -3.589 0.996 -2.460
H36 -5.056 -0.610 -1.650
H37 -3.482 -1.337 -1.491
H38 -4.946 0.029 0.816
H39 -5.247 -1.621 0.338
H40 -3.797 -2.142 1.933
H41 -2.638 -1.937 0.654
H42 -1.641 -0.120 1.636
H43 -2.340 -0.846 3.083
H44 -2.314 1.595 3.958
H45 -1.681 2.003 2.352
H46 -3.194 2.715 2.894
H47 1.384 -4.168 -1.820
H48 2.992 -4.891 -1.448
H49 2.728 -3.893 0.928
H50 0.811 -5.380 1.668
H51 0.285 -5.578 -0.070
H52 8.549 0.978 2.939
H53 8.626 -0.780 3.185
H54 9.166 -0.069 1.669
C28 -8.436 -1.661 -4.439
C29 -8.185 -0.216 -4.034
N3 -7.003 0.353 -4.654
C30 -6.589 1.611 -4.063
C31 -7.524 2.820 -4.193
C32 -6.956 0.282 -6.104
C33 -8.096 0.940 -6.895
H55 -7.556 -2.275 -4.245
H56 -9.269 -2.064 -3.863
H57 -8.696 -1.754 -5.494
H58 -8.031 -0.180 -2.953
H59 -9.097 0.370 -4.234
H60 -5.610 1.874 -4.473
H61 -6.418 1.424 -2.997
H62 -7.517 3.238 -5.199
H63 -7.194 3.610 -3.514
H64 -8.552 2.571 -3.930
H65 -6.909 -0.772 -6.389
H66 -6.001 0.705 -6.425
H67 -9.073 0.703 -6.471
H68 -8.089 0.572 -7.923
H69 -7.998 2.023 -6.938
C34 -2.961 4.263 6.118
C35 -2.589 3.158 7.094
N4 -1.156 2.970 7.222
C36 -0.792 1.746 7.911
C37 -1.182 1.601 9.388
C38 -0.396 4.155 7.578
C39 -0.756 4.876 8.885
H70 -2.496 4.089 5.147
H71 -4.043 4.282 5.979
H72 -2.664 5.250 6.472
H73 -3.007 2.216 6.728
H74 -3.084 3.357 8.059
H75 0.289 1.614 7.814
H76 -1.242 0.918 7.355
H77 -0.561 2.215 10.039
H78 -1.052 0.564 9.700
H79 -2.226 1.866 9.561
H80 -0.485 4.872 6.759
H81 0.661 3.877 7.597
H82 -1.835 4.990 9.001
H83 -0.321 5.878 8.882
H84 -0.373 4.359 9.763

Its spin multiplicity is 1. Its frontier orbital gap is 8.6827 eV. Its total energy is -2131.45048 hartree.


[2]
Formula: C4H4O2P2
Source: the Open Molecules 2025 dataset
Level of theory: ωB97M-V/def2-TZVPD

Cartesian coordinates (Å):
C1 0.830 0.897 0.643
C2 1.652 0.324 -0.403
C3 0.994 0.599 1.902
C4 -2.982 -1.199 -0.114
O1 1.234 0.481 3.027
O2 -2.684 -1.976 0.714
P1 3.242 -0.140 -0.138
P2 -3.465 0.155 -0.888
H1 -0.064 1.135 0.199
H2 1.225 0.416 -1.427
H3 3.624 -0.376 -1.400
H4 -3.607 -0.316 -2.114

Its spin multiplicity is 1. Its frontier orbital gap is 8.0311 eV. Its total energy is -987.86674 hartree.


[3]
Formula: C25H57BFN3O9
Source: the Open Molecules 2025 dataset
Level of theory: ωB97M-V/def2-TZVPD

Cartesian coordinates (Å):
C1 7.874 -0.483 0.499
C2 7.688 -0.332 -0.706
C3 7.338 0.036 -2.163
B1 5.859 0.672 -2.136
F1 4.859 0.115 -2.922
C4 5.409 1.922 -1.219
O1 3.993 2.162 -1.407
C5 3.333 1.641 -0.238
O2 1.937 1.660 -0.343
C6 1.435 0.665 -1.248
C7 1.664 -0.820 -0.793
O3 1.088 -1.700 -1.770
H1 8.068 -0.243 1.560
H2 8.086 0.763 -2.569
H3 7.392 -0.921 -2.755
H4 5.671 1.687 -0.154
H5 6.027 2.802 -1.546
H6 3.776 0.636 -0.002
H7 3.603 2.325 0.622
H8 1.801 0.768 -2.301
H9 0.318 0.815 -1.292
H10 2.762 -1.075 -0.725
H11 1.226 -1.036 0.215
H12 1.756 -2.314 -2.110
C8 -5.058 4.942 -0.110
O4 -3.899 5.040 0.705
C9 -4.044 4.431 1.983
C10 -3.224 3.149 2.074
N1 -3.796 2.091 1.244
C11 -2.913 0.942 1.038
C12 -1.555 1.181 0.367
O5 -1.632 1.541 -1.006
C13 -1.910 2.911 -1.247
H13 -4.935 5.620 -0.955
H14 -5.174 3.931 -0.500
H15 -5.954 5.229 0.440
H16 -5.095 4.252 2.234
H17 -3.649 5.142 2.714
H18 -3.194 2.812 3.115
H19 -2.202 3.396 1.765
H20 -4.029 2.474 0.336
H21 -3.469 0.234 0.415
H22 -2.750 0.450 2.003
H23 -1.018 0.228 0.389
H24 -0.927 1.888 0.919
H25 -1.459 3.565 -0.498
H26 -2.989 3.073 -1.298
H27 -1.501 3.173 -2.224
C14 10.739 -7.053 2.201
O6 9.952 -7.602 1.157
C15 8.615 -7.912 1.542
C16 7.624 -6.941 0.912
N2 7.731 -5.609 1.501
C17 7.037 -4.559 0.752
C18 7.457 -4.305 -0.701
O7 8.752 -3.742 -0.851
C19 9.804 -4.690 -0.794
H28 11.779 -7.066 1.879
H29 10.458 -6.015 2.401
H30 10.651 -7.643 3.117
H31 8.501 -7.951 2.631
H32 8.404 -8.914 1.156
H33 6.607 -7.317 1.060
H34 7.828 -6.922 -0.165
H35 8.709 -5.353 1.564
H36 7.193 -3.629 1.307
H37 5.962 -4.765 0.779
H38 6.767 -3.557 -1.105
H39 7.343 -5.189 -1.338
H40 9.522 -5.651 -1.230
H41 10.140 -4.821 0.237
H42 10.649 -4.291 -1.358
C20 -11.329 1.248 1.762
O8 -10.914 0.776 0.491
C21 -11.613 1.364 -0.603
C22 -10.714 2.321 -1.377
N3 -10.429 3.529 -0.607
C23 -9.342 4.347 -1.149
C24 -7.953 3.712 -1.281
O9 -7.310 3.436 -0.045
C25 -7.719 2.231 0.585
H43 -10.909 0.588 2.519
H44 -10.955 2.260 1.947
H45 -12.419 1.236 1.854
H46 -12.538 1.855 -0.281
H47 -11.893 0.544 -1.270
H48 -11.207 2.600 -2.314
H49 -9.796 1.775 -1.623
H50 -10.182 3.268 0.339
H51 -9.248 5.212 -0.486
H52 -9.651 4.733 -2.126
H53 -7.314 4.446 -1.783
H54 -7.950 2.826 -1.926
H55 -7.957 1.445 -0.135
H56 -8.571 2.419 1.242
H57 -6.898 1.885 1.215

Its spin multiplicity is 1. Its frontier orbital gap is 8.9730 eV. Its total energy is -1952.64706 hartree.


[4]
Formula: C39H44OPPb
Source: the Open Molecules 2025 dataset
Level of theory: ωB97M-V/def2-TZVPD

Cartesian coordinates (Å):
C1 -1.862 2.443 1.410
C2 -2.740 1.372 1.748
C3 -3.775 1.329 0.772
C4 -3.526 2.345 -0.196
C5 -2.344 3.039 0.195
Pb1 -0.839 0.524 -0.652
C6 -0.538 -0.734 -3.700
C7 0.570 -0.218 -3.066
H1 1.453 -0.850 -2.954
C8 0.612 1.096 -2.490
H2 0.016 1.903 -2.943
H3 1.530 1.413 -1.975
C9 -0.525 -2.114 -4.272
H4 0.198 -2.762 -3.760
H5 -1.517 -2.577 -4.246
H6 -0.227 -2.069 -5.327
C10 -1.671 0.166 -4.098
H7 -1.922 0.942 -3.349
H8 -1.397 0.721 -5.017
H9 -2.586 -0.410 -4.318
C11 -2.585 0.445 2.892
H10 -1.532 0.199 3.076
H11 -2.987 0.896 3.811
H12 -3.128 -0.491 2.711
C12 -4.867 0.330 0.753
H13 -4.478 -0.690 0.584
H14 -5.405 0.324 1.716
H15 -5.586 0.549 -0.049
C13 -4.349 2.632 -1.394
H16 -4.838 1.726 -1.776
H17 -5.142 3.359 -1.152
H18 -3.740 3.059 -2.202
C14 -1.706 4.148 -0.552
H19 -1.895 4.063 -1.632
H20 -2.113 5.119 -0.224
H21 -0.619 4.180 -0.396
C15 -0.635 2.835 2.150
H22 0.086 3.351 1.496
H23 -0.882 3.522 2.978
H24 -0.130 1.959 2.592
C16 -2.264 -1.215 -1.333
C17 -1.590 -2.413 -1.322
C18 -3.570 -1.135 -1.799
C19 -2.286 -3.621 -1.492
H25 -0.519 -2.408 -1.088
C20 -4.273 -2.337 -2.035
H26 -4.064 -0.176 -2.005
C21 -3.642 -3.574 -1.827
H27 -1.751 -4.564 -1.380
H28 -5.292 -2.298 -2.418
H29 -4.191 -4.505 -1.956
O1 0.965 -0.726 0.210
P1 2.279 -0.594 0.988
C22 3.148 0.867 0.419
C23 4.007 0.744 -0.688
C24 4.627 1.880 -1.214
C25 4.388 3.137 -0.649
C26 3.539 3.257 0.453
C27 2.915 2.128 0.994
C28 1.950 -0.465 2.753
C29 0.907 -1.252 3.274
C30 0.628 -1.232 4.641
C31 1.381 -0.432 5.504
C32 2.432 0.334 4.997
C33 2.731 0.308 3.630
C34 3.340 -2.020 0.684
C35 4.610 -2.107 1.281
C36 5.427 -3.210 1.035
C37 4.980 -4.239 0.200
C38 3.712 -4.164 -0.381
C39 2.894 -3.060 -0.144
H30 4.213 -0.243 -1.111
H31 5.296 1.773 -2.066
H32 4.883 4.022 -1.056
H33 3.356 4.229 0.913
H34 2.291 2.217 1.886
H35 0.330 -1.894 2.600
H36 -0.181 -1.852 5.028
H37 1.157 -0.423 6.572
H38 3.029 0.956 5.663
H39 3.579 0.888 3.257
H40 4.954 -1.312 1.943
H41 6.413 -3.261 1.497
H42 5.619 -5.100 0.017
H43 3.361 -4.971 -1.024
H44 1.904 -3.008 -0.596

Its spin multiplicity is 1. Its charge is +1. Its frontier orbital gap (alpha / beta) is 6.2028 / 5.5641 eV. Its total energy is -2121.68815 hartree.


[5]
Formula: C37H42BaFGe2N4O8Si
Source: the Open Molecules 2025 dataset
Level of theory: ωB97M-V/def2-TZVPD

Cartesian coordinates (Å):
Ba1 -1.793 1.715 -0.867
O1 0.589 -2.155 -3.876
C1 -0.032 -1.167 -3.161
O2 0.092 -1.166 -1.846
C2 -0.709 -0.219 -3.980
C3 -0.691 -0.458 -5.391
C4 -1.353 0.379 -6.231
C5 -2.064 1.474 -5.695
C6 -2.026 1.657 -4.330
N1 -1.366 0.866 -3.465
C7 -2.840 2.781 -3.713
O3 -3.169 3.814 -4.486
O4 -3.207 2.756 -2.566
H1 0.493 -3.016 -3.440
H2 -0.159 -1.307 -5.781
H3 -1.346 0.191 -7.292
H4 -2.654 2.104 -6.343
H5 -2.735 3.744 -5.349
C8 2.520 1.125 0.448
Si1 1.169 1.945 1.482
C9 1.235 3.725 0.865
C10 1.756 1.874 3.267
N2 -0.308 1.197 1.115
C11 -1.293 0.654 1.881
C12 -2.263 -0.216 1.312
C13 -3.301 -0.762 2.045
C14 -3.436 -0.493 3.393
C15 -2.499 0.348 3.982
C16 -1.474 0.911 3.260
H6 3.315 1.825 0.211
H7 2.105 0.770 -0.495
H8 2.969 0.273 0.955
H9 2.235 4.130 0.995
H10 0.541 4.389 1.359
H11 1.007 3.771 -0.205
H12 2.812 2.142 3.294
H13 1.659 0.859 3.649
H14 1.243 2.537 3.954
H15 -2.165 -0.511 0.269
H16 -4.011 -1.412 1.548
H17 -4.248 -0.909 3.967
H18 -2.576 0.571 5.038
H19 -0.770 1.553 3.761
C17 4.813 -3.387 -1.128
Ge1 3.693 -2.086 -2.086
C18 3.668 -2.601 -3.970
C19 4.539 -0.343 -1.952
Ge2 1.465 -2.299 -1.109
C20 1.311 -2.141 0.802
C21 2.463 -2.066 1.579
C22 2.386 -2.097 2.961
C23 1.152 -2.191 3.582
C24 -0.002 -2.270 2.824
C25 0.083 -2.263 1.442
C26 0.701 -4.038 -1.629
C27 1.488 -5.071 -2.130
C28 0.935 -6.297 -2.468
C29 -0.425 -6.505 -2.323
C30 -1.228 -5.488 -1.838
C31 -0.670 -4.268 -1.493
H20 5.764 -3.453 -1.652
H21 4.379 -4.381 -1.090
H22 5.016 -3.069 -0.112
H23 4.701 -2.617 -4.310
H24 3.113 -1.885 -4.568
H25 3.237 -3.583 -4.131
H26 5.476 -0.407 -2.503
H27 4.748 -0.076 -0.922
H28 3.935 0.447 -2.385
H29 3.432 -1.954 1.114
H30 3.289 -2.026 3.552
H31 1.090 -2.188 4.662
H32 -0.974 -2.314 3.294
H33 -0.837 -2.324 0.877
H34 2.552 -4.938 -2.263
H35 1.568 -7.085 -2.848
H36 -0.859 -7.458 -2.591
H37 -2.291 -5.644 -1.722
H38 -1.319 -3.491 -1.114
F1 0.335 5.390 4.105
C32 -0.903 4.871 4.096
C33 -1.693 4.932 3.014
N3 -2.963 4.416 3.011
C34 -3.729 4.437 1.775
C35 -3.125 3.512 0.716
O5 -3.702 2.434 0.486
O6 -2.071 3.902 0.137
C36 -3.510 3.823 4.126
O7 -4.632 3.392 4.177
N4 -2.673 3.806 5.228
C37 -1.362 4.235 5.327
O8 -0.711 4.092 6.336
H39 -1.373 5.384 2.088
H40 -3.732 5.460 1.399
H41 -4.739 4.123 2.031
H42 -3.061 3.359 6.051

Its spin multiplicity is 2. Its frontier orbital gap (alpha / beta) is 5.8035 / 5.2487 eV. Its total energy is -6824.95455 hartree.


[6]
Formula: C23H18N3O4S3Ta
Source: the Open Molecules 2025 dataset
Level of theory: ωB97M-V/def2-TZVPD

Cartesian coordinates (Å):
Ta1 0.082 0.807 0.521
C1 -2.620 3.170 0.398
C2 -2.273 1.929 -0.330
N1 -1.073 1.855 -0.929
N2 -1.018 0.958 -1.963
C3 0.128 0.405 -2.271
S1 1.569 0.547 -1.245
S2 0.064 -0.597 -3.658
C4 1.801 -1.033 -4.060
C5 2.108 -2.481 -3.818
C6 2.037 -3.375 -4.880
C7 2.312 -4.720 -4.682
C8 2.660 -5.178 -3.421
C9 2.737 -4.289 -2.357
C10 2.461 -2.947 -2.554
C11 -3.153 0.775 -0.418
C12 -4.511 0.841 -0.726
C13 -5.248 -0.327 -0.810
C14 -4.647 -1.553 -0.548
C15 -3.307 -1.638 -0.182
C16 -2.576 -0.475 -0.123
O1 -1.270 -0.499 0.331
H1 -3.302 3.733 -0.253
H2 -1.747 3.798 0.562
H3 -3.157 2.965 1.322
H4 2.470 -0.347 -3.541
H5 1.860 -0.796 -5.122
H6 1.776 -3.020 -5.870
H7 2.260 -5.407 -5.516
H8 2.881 -6.226 -3.268
H9 3.024 -4.644 -1.376
H10 2.544 -2.257 -1.722
H11 -4.969 1.797 -0.944
H12 -6.294 -0.285 -1.080
H13 -5.232 -2.460 -0.604
H14 -2.845 -2.582 0.072
O2 0.385 -0.278 2.394
C17 1.311 0.517 2.721
N3 1.985 1.041 1.654
S3 1.852 2.670 1.923
O3 0.423 2.749 1.348
O4 2.790 3.545 1.347
C18 1.763 2.580 3.662
C19 1.892 3.573 4.604
C20 1.720 3.180 5.933
C21 1.404 1.869 6.269
C22 1.249 0.880 5.297
C23 1.456 1.249 3.984
H15 2.120 4.597 4.339
H16 1.832 3.917 6.716
H17 1.279 1.609 7.311
H18 1.007 -0.140 5.563

Its spin multiplicity is 1. Its charge is +2. Its frontier orbital gap is 5.5806 eV. Its total energy is -2603.51658 hartree.


Short version: energy above the lowest of the compared OMol25 structures with the same formula, charge and spin = 0.0, 41.9, 24.3, 0.0, 20.2, 0.0 kcal per mole, in the order given.